# 1
Here is a cluster of 14 separate species, C42H84O22 in total at a distorted geometry from OMol25. Energies are from ωB97M-V/def2-TZVPD.

Last column: Mulliken charge in e.
Element x y z (Å)
C  20.2670  -20.1356  9.6544  -0.352
O  20.8476  -21.4107  9.3397  -0.419
C  20.3118  -22.0773  8.3512  0.603
O  19.3128  -21.7889  7.7436  0.052
O  21.0630  -23.1474  8.1113  -0.428
C  20.7340  -23.9252  6.9779  -0.465
H  19.1982  -20.2551  9.8020  -0.115
H  20.3808  -19.4918  8.7771  0.260
H  20.7760  -19.7102  10.5069  0.348
H  21.6344  -24.3894  6.5868  0.297
H  20.3315  -23.3199  6.1605  0.075
H  19.9634  -24.6536  7.2313  0.241
C  14.2011  -16.2105  5.0604  -0.346
O  13.9109  -17.5791  5.3759  -0.336
C  13.3258  -17.7948  6.5426  0.892
O  12.9711  -16.9437  7.3132  -0.585
O  13.1406  -19.1085  6.6717  -0.393
C  12.8536  -19.5568  7.9930  -0.801
H  14.6245  -16.1645  4.0646  0.204
H  15.0121  -15.9016  5.7257  -0.149
H  13.3167  -15.6103  5.2584  0.542
H  13.1435  -20.6042  8.0797  0.165
H  11.7678  -19.6125  8.1184  0.476
H  13.3039  -18.9490  8.7695  0.398
C  17.8735  -16.0401  6.8543  1.078
O  17.5034  -17.3804  6.5567  0.799
C  17.1187  -18.1774  7.5460  -0.726
O  16.9903  -17.9099  8.7154  -0.357
O  16.8232  -19.3245  6.9627  0.300
C  16.5272  -20.5030  7.6944  0.554
H  16.9963  -15.4540  7.1085  0.174
H  18.4424  -15.6092  6.0430  -0.723
H  18.5309  -16.0103  7.7206  -0.323
H  17.2898  -20.7197  8.4393  -0.448
H  16.5753  -21.3187  6.9793  -0.379
H  15.5538  -20.4311  8.1784  0.084
C  19.8308  -19.6332  5.5626  0.087
O  20.3223  -18.5297  4.8165  -0.122
C  20.6970  -18.7545  3.5715  0.701
O  20.3273  -19.6660  2.8681  -0.540
O  21.4555  -17.7270  3.1849  -0.317
C  22.0488  -17.7796  1.8901  -0.785
H  19.1799  -20.3613  5.0791  0.145
H  19.3755  -19.3322  6.4949  -0.739
H  20.6893  -20.2639  5.8214  0.624
H  22.2767  -18.8201  1.6720  0.372
H  22.9145  -17.1231  1.8883  0.260
H  21.3974  -17.3658  1.1170  0.264
C  16.9781  -16.3306  11.5302  -0.411
C  18.4612  -16.1284  11.7099  0.576
O  18.9440  -15.9365  12.8046  -0.618
C  19.3086  -15.9744  10.4541  0.004
H  16.8130  -17.2986  11.0590  -0.160
H  16.5618  -15.5095  10.9425  0.078
H  16.4586  -16.2866  12.4859  0.414
H  20.3325  -15.8027  10.7651  0.359
H  18.8343  -15.1643  9.8957  0.008
H  19.1694  -16.8708  9.8456  -0.279
C  17.2353  -11.8288  6.6422  -0.653
C  16.8710  -12.0438  5.1880  0.877
O  16.5712  -13.1429  4.7723  -0.440
C  17.1802  -10.9321  4.2457  -1.400
H  18.3141  -11.6672  6.6868  0.167
H  16.9144  -12.6664  7.2516  -0.098
H  16.7382  -10.9102  6.9629  0.495
H  16.7614  -9.9578  4.4920  0.433
H  16.9651  -11.2656  3.2317  0.306
H  18.2638  -10.7587  4.2620  0.320
C  16.9437  -20.6683  11.3475  0.823
C  18.0850  -21.0890  12.2177  0.858
O  19.0419  -20.3960  12.4575  -0.610
C  17.9970  -22.4960  12.7464  -1.088
H  16.1546  -20.1502  11.9096  0.648
H  16.4547  -21.5224  10.8867  -0.651
H  17.1367  -19.9127  10.5821  -0.799
H  18.3434  -23.2438  12.0346  0.154
H  16.9522  -22.7450  12.9608  0.294
H  18.5164  -22.5710  13.7008  0.412
C  16.5945  -22.6575  4.1842  0.123
C  17.0389  -23.2151  2.8540  0.513
O  16.4509  -24.1585  2.3808  -0.620
C  18.2933  -22.6098  2.2166  -0.703
H  15.5541  -22.3390  4.1474  0.324
H  17.1953  -21.8027  4.4975  -0.440
H  16.6952  -23.4369  4.9385  0.086
H  17.9577  -21.7758  1.6002  0.060
H  18.7431  -23.3320  1.5400  0.414
H  18.9177  -22.3313  3.0609  0.164
C  16.7834  -24.6549  7.3986  -0.590
C  16.6212  -24.4980  8.9028  0.681
O  17.0021  -23.5196  9.4950  -0.221
C  15.9542  -25.6774  9.5852  -1.356
H  15.8238  -24.4597  6.9130  0.352
H  17.0429  -25.6764  7.1264  0.568
H  17.5404  -23.9555  7.0456  -0.353
H  16.4972  -25.8315  10.5249  0.317
H  16.2016  -26.5593  8.9971  0.418
H  14.8972  -25.6164  9.8250  0.256
C  15.0347  -14.4442  8.1807  0.347
C  13.7927  -13.7686  8.6782  0.381
O  13.0465  -13.2948  7.8422  -0.603
C  13.5596  -13.6685  10.1377  -1.330
H  15.2254  -14.2327  7.1303  -0.270
H  14.8161  -15.5207  8.1742  0.031
H  15.9251  -14.2495  8.7832  0.323
H  14.1018  -12.9207  10.7123  0.317
H  13.6938  -14.6400  10.6283  0.329
H  12.4959  -13.4995  10.3355  0.368
C  21.8913  -12.9929  8.6849  -1.149
C  21.1284  -12.7998  7.3970  0.447
O  21.0755  -11.6901  6.9068  -0.587
C  20.3207  -13.9438  6.8596  0.028
H  21.3679  -12.7895  9.6193  0.277
H  22.8618  -12.5051  8.6689  0.371
H  22.1025  -14.0678  8.8028  0.325
H  19.7143  -13.7394  5.9850  -0.014
H  19.7135  -14.2935  7.6917  -0.163
H  21.0369  -14.7066  6.5346  0.486
C  19.4379  -14.9780  3.4368  1.365
C  19.5795  -14.1057  2.1981  0.605
O  20.6944  -13.7243  1.9055  -0.610
C  18.3444  -13.6415  1.4815  -1.071
H  20.4377  -15.2446  3.7578  0.203
H  18.8648  -15.8380  3.0885  -0.481
H  18.8791  -14.4247  4.1897  -0.839
H  18.4067  -12.6605  1.0244  0.377
H  17.5315  -13.6487  2.2171  0.117
H  18.0355  -14.4008  0.7571  0.297
C  16.6172  -18.4918  0.7514  -1.396
C  16.4867  -18.7773  2.2174  0.408
O  16.1322  -19.8553  2.6497  -0.491
C  16.9171  -17.7402  3.2240  1.001
H  16.5045  -19.3150  0.0509  0.366
H  17.5394  -17.9403  0.5620  0.301
H  15.7661  -17.8428  0.5003  0.380
H  18.0069  -17.7195  3.1871  -0.711
H  16.5196  -18.0026  4.1999  -0.411
H  16.5485  -16.7353  2.9948  0.458
C  11.7285  -21.7134  12.4814  -1.260
C  12.8237  -21.3136  11.5103  0.612
O  12.7749  -20.2413  10.9551  -0.478
C  13.8219  -22.3507  11.0700  -0.411
H  11.5155  -22.7821  12.5002  0.361
H  10.8224  -21.1550  12.2705  0.348
H  12.1099  -21.4818  13.4815  0.322
H  14.4971  -22.7318  11.8344  0.256
H  14.3826  -21.9724  10.2160  -0.223
H  13.2647  -23.1972  10.6541  0.531

HOMO energy   -9.2 eV
Orbital gap   9.4 eV
Energy relative to the best compared isomer or geometry (same formula, charge and spin)   13.2 kcal per mole
Lowest unoccupied orbital energy   0.25 eV
2S+1   1
Maximum force   2.20 eV Å⁻¹

# 2
Here is a cluster of 3 separate species, C3H6N4O3 in total at a distorted geometry from OMol25. Energies are from ωB97M-V/def2-TZVPD.

Last column: Mulliken charge in e.
Element x y z (Å)
H  -0.4916  -1.3342  0.5696  0.252
N  -0.1718  -0.8058  1.4096  -0.655
N  0.6902  0.1076  1.2082  0.547
N  1.2202  0.8235  1.9578  0.322
N  2.2182  1.4091  2.4041  -0.754
H  2.0536  2.3893  2.8218  0.245
C  2.4101  -1.0026  -0.2755  -0.640
C  2.0087  -0.8402  -1.4280  0.424
O  1.4257  -0.6667  -2.6024  -0.499
H  3.0615  -1.0468  0.5739  0.401
H  0.8864  0.1464  -2.5204  0.362
O  -2.2679  1.3598  -2.1818  -0.507
C  -3.1167  1.2194  -1.3535  0.223
O  -4.3827  0.9921  -1.7309  -0.432
H  -2.9266  0.9725  -0.3455  0.369
H  -4.3093  1.1979  -2.7130  0.342

HOMO energy   -8.7 eV
Orbital gap   8.7 eV
Energy relative to the best compared isomer or geometry (same formula, charge and spin)   184.2 kcal per mole
SMILES string   [H]/N=N/N=N/[H].C#CO.O=CO
Lowest unoccupied orbital energy   0.02 eV
2S+1   1
Maximum force   4.69 eV Å⁻¹

# 3
Here is an isolated molecule of C9H8N3P at a distorted geometry from OMol25. Energies are from ωB97M-V/def2-TZVPD.

Last column: Mulliken charge in e.
Element x y z (Å)
C  -2.1322  -0.6040  1.8218  -0.371
C  -2.6320  0.3899  0.9757  -0.677
C  -1.8961  0.7677  -0.1682  -0.506
C  -0.6144  0.1947  -0.3892  0.502
C  -0.1379  -0.7097  0.5724  0.597
C  -0.9285  -1.2831  1.5218  -0.893
C  1.2181  -1.1976  0.1659  -0.843
C  2.1858  -0.0257  0.0502  -0.496
C  1.7379  0.7374  -1.1511  0.423
N  2.2956  1.4024  -2.0693  -0.374
N  1.5093  1.8564  -3.0102  -0.540
P  -0.0663  1.5160  -2.8292  -0.037
N  0.1998  0.6350  -1.4460  0.239
H  -2.5876  -0.8597  2.7343  0.426
H  -3.5895  0.8276  1.0579  0.409
H  -2.1429  1.5959  -0.8067  0.314
H  -0.6159  -1.8744  2.3326  0.350
H  1.7040  -1.9349  0.8036  0.424
H  1.0659  -1.6307  -0.7770  0.393
H  3.1966  -0.3904  -0.2728  0.284
H  2.2304  0.5873  0.8837  0.379

HOMO energy   -8.9 eV
Orbital gap   8.8 eV
SMILES string   c1ccc2c(c1)CCc1nnpn1-2
Lowest unoccupied orbital energy   -0.03 eV
2S+1   1
Maximum force   4.50 eV Å⁻¹